1.
# C2H6O3

2 unconnected molecules or ions with the total composition C2H6O3 (the ωB97M-V functional and the def2-TZVPD basis, OMol25).

Last column: Löwdin charge in e.
Atoms and positions in Å:
C -0.368333 -1.775352 0.026375  0.002
C -0.046682 -0.307490 -0.151962  -0.576
O -0.838194 0.482046 -0.690859  0.025
O 1.013855 0.054929 0.497775  0.036
H -0.249018 -2.240261 1.018028  0.088
H -1.418359 -2.046692 -0.215887  0.090
H 0.295554 -2.320551 -0.667154  0.091
H 1.121429 1.221318 0.419606  0.119
O 0.643112 2.326538 -0.166547  -0.018
H -0.181502 1.827639 -0.517966  0.041
H 0.028137 2.777877 0.448592  0.103

Cartesian forces (eV/Å) of the 3 atoms listed first:
C -0.65 -1.22 -0.85
C -1.11 -0.13 1.93
O 0.00 -0.75 -0.43

Properties
Lowest unoccupied orbital energy (eV): 0.638

***

2.
# C2H4F3HgNO5S2

A molecular structure, C2H4F3HgNO5S2 (the ωB97M-V functional and the def2-TZVPD basis, OMol25).

Last column: Löwdin charge in e.
Atoms and positions in Å:
N -0.066241 -0.442897 -0.828529  -0.465
S -1.655782 -0.929320 -0.921051  0.903
O -1.486477 -2.011224 0.327260  -0.534
O -2.574913 0.038177 -0.190260  -0.571
S 0.390034 0.765639 0.146802  0.744
O -0.300884 0.376476 1.427062  -0.494
O 0.391217 2.224165 0.308431  -0.282
C 2.187266 0.669763 -0.421199  -0.708
F 2.717911 -0.454128 0.019540  0.139
F 2.249309 0.714859 -1.738211  0.158
F 2.953436 1.649732 0.016612  0.162
Hg -2.066229 -0.526009 1.723140  1.247
O -3.085353 -0.605418 3.212915  -0.504
H -3.907283 -1.085834 3.306757  -0.034
C 0.012805 -2.767669 -0.092042  0.007
H 1.055546 -2.513084 -0.308134  0.075
H -0.128152 -3.575544 0.639466  0.082
H -0.047070 -3.474768 -0.931162  0.073

Cartesian forces (eV/Å) of the 3 atoms listed first:
N -0.75 2.66 -1.42
S 0.58 1.38 0.34
O 4.20 -3.22 -4.21

Properties
Lowest unoccupied orbital energy (eV): -0.540

***

3.
# C35H43F9O29

11 unconnected molecules or ions with the total composition C35H43F9O29 (the ωB97M-V functional and the def2-TZVPD basis, OMol25).

Last column: Mulliken spin population.
Atoms and positions in Å:
C 0.296379 -0.452140 4.651316  0.000
C -1.113361 -0.669320 5.222816  0.000
O -1.119891 -2.077300 5.317976  0.000
C -0.134051 -2.632950 4.577886  0.000
O 0.002139 -3.759370 4.253796  0.000
O 0.731499 -1.730500 4.229436  0.001
F -2.050311 -0.187890 4.289406  0.000
H 1.018319 0.001660 5.330256  0.000
H 0.280389 0.199540 3.777726  0.000
H -1.202871 -0.151370 6.177706  0.000
C 2.499359 -2.550660 -4.117434  -0.001
C 1.399909 -3.523800 -4.333484  0.000
O 0.408449 -2.673980 -4.838134  0.000
C 0.534869 -1.483150 -4.434144  0.000
O -0.286441 -0.639490 -4.571704  0.000
O 1.752059 -1.359550 -3.922054  0.000
F 1.048329 -4.114360 -3.138224  -0.001
H 3.162369 -2.348680 -4.958694  0.000
H 2.964849 -2.754520 -3.153144  0.001
H 1.695029 -4.249630 -5.091234  0.000
C -1.784731 4.149580 1.379186  0.000
C -0.328651 3.827870 1.395976  0.000
O -0.117271 3.237700 2.666436  0.000
C -1.217191 3.054520 3.330526  0.000
O -1.294711 2.583480 4.443336  0.000
O -2.251651 3.677150 2.685286  0.000
F 0.397729 4.888490 1.315956  0.000
H -2.358611 3.673340 0.584226  0.000
H -2.004341 5.205660 1.222466  0.000
H 0.025339 3.111730 0.654396  0.000
C -7.494141 0.145340 -0.428924  0.000
C -6.661341 0.902890 -1.483694  0.000
O -6.714141 -0.011630 -2.541954  0.000
C -6.959741 -1.227980 -2.082484  0.000
O -6.654301 -2.296910 -2.634844  0.000
O -7.635871 -1.145610 -0.919904  0.000
F -5.400341 1.045540 -1.115954  0.000
H -8.503501 0.540440 -0.314054  0.000
H -6.981261 0.138930 0.532846  0.000
H -7.144861 1.842070 -1.752474  0.000
C 2.744149 1.380380 -5.485154  0.000
C 2.041889 1.683800 -4.226034  0.000
O 2.081339 3.110140 -4.266754  0.000
C 1.908579 3.441420 -5.572044  0.000
O 1.470269 4.499180 -5.965664  0.000
O 2.193259 2.353140 -6.293234  0.000
F 2.723869 1.251470 -3.175374  0.000
H 2.361609 0.400260 -5.769984  0.000
H 3.830789 1.300850 -5.516584  0.000
H 0.985309 1.421970 -4.169634  0.000
C -3.773321 -1.149920 0.908346  -0.002
C -3.770201 -1.678120 2.299766  0.002
O -4.145591 -3.046110 2.020846  0.000
C -4.986041 -2.993550 1.009576  0.000
O -5.764241 -3.912200 0.683926  0.000
O -4.830791 -1.844340 0.355966  -0.001
F -4.790951 -1.132830 2.992196  0.000
H -2.870851 -1.328800 0.323836  0.000
H -4.080281 -0.106700 0.982986  0.000
H -2.813501 -1.613190 2.818036  -0.001
C 5.748139 1.061670 3.719366  0.000
C 4.934929 0.806400 4.927196  0.000
O 3.584379 1.127650 4.488456  0.000
C 3.527609 1.050750 3.203216  0.000
O 2.461359 0.915910 2.570946  -0.001
O 4.762579 0.866940 2.717086  0.000
F 5.344959 1.765850 5.905196  0.000
H 6.472239 0.247590 3.686906  0.000
H 6.256879 2.022660 3.643306  0.000
H 5.187119 -0.185720 5.301636  0.000
C 4.388349 -0.753570 0.161966  0.000
C 4.599009 -1.796500 1.221526  0.000
O 4.978939 -2.937900 0.481066  0.000
C 4.501319 -2.800650 -0.777684  0.001
O 4.439959 -3.749930 -1.565104  0.000
O 4.068219 -1.564090 -0.958764  0.001
F 3.504719 -1.937840 1.959636  -0.001
H 5.294939 -0.239430 -0.157194  0.000
H 3.678809 -0.016130 0.537226  0.000
H 5.417249 -1.522790 1.887616  0.000
C 0.880489 5.909360 -2.382984  0.000
C -0.466101 5.201170 -2.595564  0.000
O -1.372001 6.128270 -1.935384  0.000
C -0.661981 6.869490 -1.107564  0.000
O -1.107221 7.735300 -0.345494  0.000
O 0.610199 6.687540 -1.296464  0.000
F -0.506321 4.061270 -1.856604  0.000
H 1.075229 6.656390 -3.152484  0.000
H 1.678789 5.170840 -2.456684  0.000
H -0.850841 4.982100 -3.591604  0.000
C -0.845491 0.108380 -1.366334  0.000
C 0.263889 0.298750 -0.319874  0.009
C -0.498841 0.208570 0.979236  -0.003
O -1.656431 0.963170 0.632576  -0.001
C -1.917391 0.995670 -0.799004  -0.001
H -1.263261 -0.897610 -1.405714  -0.001
H -0.520111 0.388010 -2.368344  0.000
H 0.738139 1.273500 -0.205604  0.000
H 1.072329 -0.432220 -0.334734  -0.004
H 0.112909 0.687020 1.744056  0.000
H -0.714711 -0.828690 1.235336  0.005
H -1.880381 2.026390 -1.151634  0.000
H -2.915281 0.605900 -0.999984  0.000
C 0.319659 -5.599040 0.572116  0.020
C 1.538579 -4.745770 0.308706  -0.011
C 1.017909 -3.349200 0.773956  0.049
O -0.428701 -3.434030 0.621826  0.705
C -0.836711 -4.673440 0.206366  0.003
H 0.283629 -5.820600 1.638756  0.007
H 0.218729 -6.598760 0.149666  -0.001
H 1.777009 -4.665620 -0.751874  0.006
H 2.389179 -5.044420 0.921406  -0.002
H 1.306749 -2.677170 -0.034154  0.020
H 1.379199 -3.113230 1.774906  0.047
H -0.936051 -4.616500 -0.877604  0.109
H -1.755221 -5.043630 0.661776  0.044

Cartesian forces (eV/Å) of the 3 atoms listed first:
C 0.08 1.52 -0.54
C 1.62 0.53 -1.13
O -1.52 -0.10 0.34

Properties
Lowest unoccupied orbital energy (spin up / spin down) (eV): -2.302 / -8.595
Charge: +1
Multiplicity: 2

***

4.
# C4H14N2O2

2 unconnected molecules or ions with the total composition C4H14N2O2 (the ωB97M-V functional and the def2-TZVPD basis, OMol25).

Last column: Löwdin charge in e.
Atoms and positions in Å:
N 2.297860 1.201718 -1.476293  -0.020
C 0.926309 0.668911 -1.379234  -0.268
C 0.027763 1.767574 -0.755263  -0.254
N -1.385356 1.466236 -0.665718  -0.080
C -1.769050 0.328361 0.166661  -0.227
C -2.047920 -0.969377 -0.550202  -0.249
O -3.336343 -1.028674 -1.179413  -0.088
H 2.914991 0.863782 -0.737619  0.065
H 2.731258 1.003048 -2.378304  0.062
H 0.503414 0.536411 -2.366657  0.107
H 0.920681 -0.188125 -0.706568  0.099
H 0.089502 2.628958 -1.408314  0.106
H 0.414769 2.096113 0.203581  0.109
H -1.854275 1.461520 -1.568023  0.111
H -2.580823 0.603725 0.836245  0.110
H -0.944862 0.129649 0.859076  0.116
H -1.368077 -1.111330 -1.385383  0.105
H -1.988946 -1.810323 0.145418  0.113
H -3.932333 -0.321611 -0.886119  0.083
O 4.271783 -2.562326 4.940203  -0.070
H 4.105534 -3.021606 4.110138  0.029
H 3.390360 -2.524209 5.353357  0.041

Cartesian forces (eV/Å) of the 3 atoms listed first:
N 0.25 -0.15 -0.37
C 0.34 1.52 1.09
C -0.15 -0.15 -0.75

Properties
Lowest unoccupied orbital energy (eV): 0.663

***

5.
# C3H9NO2

2 unconnected molecules or ions with the total composition C3H9NO2 (the ωB97M-V functional and the def2-TZVPD basis, OMol25).

Last column: Löwdin charge in e.
Atoms and positions in Å:
C -0.653455 -0.484391 -1.335238  -0.030
C 0.831461 -0.679607 -1.166816  -0.580
N 1.743509 -0.885969 -2.234241  0.142
O 1.262079 -0.392145 -0.102535  0.061
H -1.189566 -0.317264 -0.351740  0.065
H -0.983369 -1.530407 -1.462768  0.081
H -1.120935 0.410633 -1.937977  0.127
H 2.719345 -0.948615 -1.986292  0.094
H 1.580515 -1.389788 -3.059706  0.064
C -0.611700 1.132901 1.980785  -0.250
O -1.234749 0.382257 2.891115  -0.109
H -1.169934 2.009163 1.637854  0.083
H 0.395606 1.345797 2.299855  0.090
H -0.687517 0.575167 1.056809  0.027
H -0.881290 0.772269 3.770896  0.136

Cartesian forces (eV/Å) of the 3 atoms listed first:
C -2.36 -0.14 0.19
C 0.43 2.01 -2.00
N -0.65 0.30 1.25

Properties
Lowest unoccupied orbital energy (eV): 0.885

***

6.
# C5H8O

C5H8O in the gas phase (the ωB97M-V functional and the def2-TZVPD basis, OMol25).

Last column: Löwdin charge in e.
Atoms and positions in Å:
C -1.161398 1.748455 -0.938534  0.133
C -0.677963 0.647979 -0.859804  -0.107
C -0.220055 -0.695396 -0.458740  -0.409
C -1.109448 -1.106972 0.726406  -0.039
O 1.162829 -0.792598 -0.153542  -0.160
C 1.847894 0.399481 0.161270  -0.113
H -1.621070 2.710504 -0.959855  0.031
H -0.372549 -1.406513 -1.279171  0.145
H -2.093257 -1.412738 0.353083  0.086
H -0.653480 -1.945218 1.257818  0.082
H -1.251447 -0.265346 1.412297  0.083
H 1.869041 1.092313 -0.691274  0.086
H 2.869719 0.101681 0.408328  0.090
H 1.411185 0.924372 1.021715  0.093

Cartesian forces (eV/Å) of the 3 atoms listed first:
C 0.15 -0.46 -0.01
C -0.20 0.53 0.08
C -0.27 -0.04 -0.06

Properties
Lowest unoccupied orbital energy (eV): 1.060